Molecular formula: C3H11N2O
Method: DFT, wB97M-V/def2-TZVPD

XYZ file:
```
17
Properties=species:S:1:pos:R:3:forces:R:3:nbo_charge:R:1
C 2.642810 1.352535 -1.378187 -0.51 0.43 1.50 -0.424
N 1.270723 0.786934 -1.677256 1.24 -0.67 -0.86 -0.685
H 0.875605 0.197469 -0.933536 -0.50 0.24 0.76 0.489
H 0.608872 1.481360 -2.014790 -0.12 -0.07 0.08 0.441
H 1.465419 0.110244 -2.420224 -0.58 0.13 -0.21 0.437
H 2.544324 2.314731 -0.870757 -0.15 -0.06 -0.29 0.239
H 3.225975 1.461349 -2.279492 0.01 -0.16 -0.16 0.239
H 3.081113 0.693055 -0.631324 0.28 -0.14 -0.40 0.243
C -2.398362 -0.177269 0.925940 -0.60 0.48 -0.17 -0.719
C -1.144723 -0.946409 1.200621 -0.54 -1.30 -0.19 0.696
O -0.183284 -0.896804 0.438070 0.78 0.80 -0.20 -0.719
N -1.214659 -1.863244 2.181437 -0.62 0.15 0.49 -0.780
H -3.268323 -0.350426 1.561877 0.41 -0.19 0.34 0.235
H -2.719484 -0.497850 -0.064122 0.09 0.21 -0.20 0.247
H -0.486321 -2.519763 2.370936 0.54 -0.07 -0.24 0.412
H -2.079174 -2.045461 2.671337 0.15 0.34 -0.10 0.407
H -2.220515 0.899546 0.919469 0.13 -0.11 -0.13 0.241
```
Forces are in eV/Å.

Output
* relative energy (zero: lowest compared OMol25 entry of this formula, charge and spin): 7.4 kcal per mole
* total charge: +1
* Kohn-Sham gap: 10.392 eV
* 2S+1: 1
* largest force on an atom: 1.65 eV Å⁻¹
* highest occupied orbital energy: -13.69 eV